{"formula": "C23H23Cl3MoN2O7SeSi", "method": "ωB97M-V/def2-TZVPD", "total_charge": 0, "multiplicity": 3, "homo_lumo_gap_ha": [0.2640, 0.2817], "s2": 2.016, "species": ["Mo", "C", "O", "C", "O", "N", "N", "H", "H", "H", "H", "H", "H", "O", "C", "C", "O", "O", "C", "C", "C", "C", "C", "C", "C", "C", "C", "C", "C", "C", "H", "H", "H", "H", "H", "H", "H", "H", "H", "H", "H", "Se", "C", "C", "C", "C", "C", "C", "H", "H", "H", "H", "H", "Cl", "Si", "Cl", "Cl", "O", "C", "O", "H"], "coordinates": [[-0.04709, -0.63400, -1.00089], [-4.63289, 1.92460, -1.23749], [-3.38349, 1.44210, -0.77209], [-2.95989, 0.23100, -1.12869], [-1.78929, -0.09130, -0.84739], [-3.80689, -0.68190, -1.70319], [-3.19559, -1.88420, -2.09969], [-4.72289, 2.92040, -0.80569], [-5.45979, 1.29490, -0.89789], [-4.63159, 2.00160, -2.32859], [-4.55379, -0.31860, -2.29279], [-3.04119, -1.92590, -3.10599], [-3.75049, -2.67520, -1.78419], [0.27591, 0.14050, 1.23981], [0.50801, 1.55670, 1.34731], [0.60871, 2.17920, -0.10139], [0.86251, 3.35590, -0.19389], [0.37191, 1.38010, -1.06679], [1.80461, 1.74880, 2.10681], [3.01421, 1.74260, 1.42481], [4.20371, 1.78780, 2.13051], [4.19671, 1.84280, 3.51281], [2.99301, 1.84200, 4.19471], [1.80071, 1.79090, 3.49811], [-0.67909, 2.26860, 1.95541], [-0.53809, 3.58900, 2.37271], [-1.63419, 4.28240, 2.85121], [-2.87779, 3.67230, 2.90181], [-3.01859, 2.35530, 2.50061], [-1.92499, 1.65440, 2.01891], [0.41731, -0.25200, 2.11241], [3.03691, 1.67880, 0.34701], [5.13761, 1.76460, 1.59511], [5.12421, 1.87270, 4.06331], [2.97791, 1.86250, 5.27381], [0.86731, 1.77650, 4.04471], [0.43001, 4.06190, 2.30761], [-1.52649, 5.30650, 3.17771], [-3.73769, 4.22430, 3.25141], [-3.98669, 1.87680, 2.55721], [-2.04449, 0.62470, 1.69371], [-0.63989, -2.98530, -0.28499], [0.71171, -4.04990, -1.19629], [0.46941, -4.48980, -2.48939], [1.41761, -5.25390, -3.14529], [2.59751, -5.60250, -2.50759], [2.82321, -5.18590, -1.20559], [1.88731, -4.40390, -0.54969], [-0.45549, -4.23060, -2.98039], [1.22251, -5.58800, -4.15509], [3.33501, -6.20500, -3.01949], [3.72731, -5.48280, -0.69279], [2.07671, -4.06660, 0.45911], [1.31211, 0.38440, -4.36089], [-0.24709, -0.56590, -3.45449], [-0.66369, -2.15670, -4.70749], [-1.93069, 0.61640, -3.89889], [3.68901, -0.12670, -1.05389], [2.96171, -1.07330, -1.23579], [1.68301, -1.04770, -1.07849], [3.33411, -2.07650, -1.55579]], "atomic_forces_ev_per_a": [[1.5, -0.2, 0.5], [-0.5, 0.2, -0.2], [1.0, -1.5, -0.4], [-0.7, 0.1, -0.2], [-5.3, 1.6, 0.8], [0.5, 0.6, 0.0], [-0.5, 0.0, -0.1], [-0.1, -0.1, -0.1], [0.1, 0.0, 0.0], [0.0, 0.0, 0.1], [0.2, 0.0, 0.4], [-0.1, 0.2, 0.2], [0.2, 0.2, 0.0], [-0.3, 0.0, -0.3], [0.2, 0.7, -0.3], [0.3, 0.4, 1.2], [0.0, -0.1, 0.0], [-0.3, -1.0, -1.1], [-0.1, 0.0, 0.0], [0.0, 0.0, 0.0], [0.0, 0.0, -0.1], [0.0, 0.0, 0.1], [0.0, -0.1, 0.2], [-0.1, -0.1, -0.1], [-0.2, -0.3, 0.2], [-0.1, 0.0, 0.1], [0.0, 0.1, -0.1], [-0.1, 0.0, 0.0], [-0.1, 0.1, 0.0], [0.2, -0.1, 0.1], [0.0, -0.2, -0.2], [0.0, 0.0, 0.0], [0.2, 0.0, -0.1], [0.1, 0.0, 0.0], [0.0, 0.0, 0.1], [-0.1, 0.1, 0.0], [0.0, 0.1, 0.0], [0.0, 0.1, 0.0], [-0.1, 0.0, 0.1], [-0.1, -0.1, 0.0], [0.1, 0.2, 0.1], [0.2, -0.4, -0.1], [-0.4, 0.3, 0.3], [-0.1, 0.0, 0.1], [0.0, -0.1, -0.1], [0.0, -0.1, -0.1], [0.1, -0.1, 0.0], [0.0, 0.1, 0.0], [0.0, 0.0, 0.0], [0.0, 0.0, -0.1], [0.0, 0.0, 0.0], [0.1, 0.0, 0.0], [0.0, 0.0, 0.1], [0.3, 0.1, -0.1], [-0.2, 0.1, -0.3], [0.0, -0.3, -0.1], [-0.2, 0.4, -0.2], [-0.3, -0.4, -0.1], [2.3, -0.2, -0.4], [2.2, -0.7, 0.1], [-0.2, 0.5, 0.1]], "lowdin_spin": [1.551, 0.001, 0.015, 0.033, 0.032, 0.023, 0.004, 0.000, 0.000, 0.001, 0.001, 0.001, 0.001, 0.014, 0.002, 0.006, -0.001, 0.053, 0.000, 0.000, 0.000, 0.000, 0.000, 0.000, 0.000, 0.000, 0.000, 0.000, 0.000, 0.000, 0.002, 0.000, 0.000, 0.000, 0.000, 0.000, 0.000, 0.000, 0.000, 0.000, 0.000, 0.088, 0.016, 0.005, 0.001, 0.001, 0.000, 0.003, 0.000, 0.000, 0.000, 0.000, 0.001, -0.003, 0.041, -0.001, -0.002, 0.048, 0.013, 0.051, -0.001]}

{"formula": "C23H23ClINO3S3Sn", "method": "ωB97M-V/def2-TZVPD", "total_charge": 2, "homo_lumo_gap_ha": [0.2079, 0.2331], "species": ["Sn", "C", "C", "O", "C", "C", "C", "C", "C", "C", "O", "H", "H", "H", "H", "H", "H", "H", "C", "C", "S", "C", "C", "S", "C", "C", "S", "H", "H", "H", "H", "H", "H", "H", "H", "H", "H", "H", "H", "Cl", "C", "C", "C", "I", "C", "O", "C", "N", "C", "C", "C", "C", "H", "H", "H", "H"], "coordinates": [[0.04236, 0.16972, 1.20368], [4.85831, -1.01034, 0.56333], [3.56850, -0.44978, -0.07740], [2.47015, -0.98652, 0.08900], [3.67661, 0.73719, -1.04595], [4.79094, 0.86565, -1.84496], [4.97792, 1.99289, -2.71787], [4.10137, 3.12637, -2.73145], [2.93528, 2.93785, -1.98162], [2.66447, 1.77750, -1.11528], [1.59844, 1.77639, -0.42009], [4.64339, -1.83622, 1.30120], [5.11216, -0.18827, 1.21045], [5.67401, -1.19175, -0.12653], [5.72386, 0.29702, -1.60015], [5.91454, 2.05497, -3.25437], [4.08013, 4.01087, -3.40209], [2.05845, 3.53844, -2.03935], [-3.49031, 0.42207, 3.50375], [-4.10656, 0.18683, 2.12626], [-3.24281, -0.78127, 0.93902], [-3.44353, -2.49195, 1.41570], [-2.41930, -3.10058, 2.42618], [-0.72116, -2.36261, 2.15332], [-0.22154, -1.79605, 3.74963], [-1.20049, -0.84116, 4.48833], [-1.68509, 0.68774, 3.54438], [-3.83086, -0.39025, 4.15006], [-4.00238, 1.36098, 3.87119], [-4.27454, 1.17980, 1.70966], [-5.19490, -0.14578, 2.44567], [-3.43041, -3.06374, 0.48078], [-4.41557, -2.51513, 1.90248], [-2.45741, -4.12594, 2.10933], [-2.77148, -2.93990, 3.43919], [0.74077, -1.27440, 3.53175], [0.00235, -2.58933, 4.41905], [-0.79671, -0.54373, 5.43415], [-2.16599, -1.29290, 4.68917], [-1.35475, 1.42728, -5.69794], [-1.29947, 1.50767, -3.98187], [-1.64612, 2.67559, -3.34023], [-1.74143, 2.73108, -1.93133], [-2.36255, 4.41771, -0.95276], [-1.28977, 1.60823, -1.13819], [-1.16193, 1.62422, 0.09285], [-0.77020, 0.45307, -1.88196], [-0.33476, -0.49022, -1.09766], [0.03929, -1.69441, -1.61165], [-0.20138, -2.01867, -2.92464], [-0.59176, -0.96349, -3.77884], [-0.84692, 0.36391, -3.27584], [-1.96463, 3.63032, -3.81214], [0.52602, -2.41260, -0.94218], [-0.12646, -3.02407, -3.39490], [-0.63616, -1.04031, -4.87035]], "atomic_forces_ev_per_a": [[0.2, 0.2, -0.8], [-1.8, 0.2, 0.9], [-0.4, -1.2, -0.9], [1.1, 0.8, 0.2], [0.6, -0.6, 0.4], [0.9, 1.0, 0.8], [0.0, 1.1, 0.5], [-1.9, -1.6, 0.3], [0.6, -1.0, -0.1], [-0.7, 0.3, 0.4], [1.1, -0.1, -0.9], [0.1, 0.5, -1.4], [0.8, 0.6, 0.3], [-0.1, -0.2, 0.0], [-1.2, 0.1, -0.8], [0.0, -0.1, -0.2], [0.8, -0.9, 0.5], [-0.2, 1.0, -0.1], [-0.7, 1.1, 0.1], [-2.5, 0.3, 1.7], [0.1, 0.3, -1.1], [0.2, 0.3, 0.7], [-0.2, 1.4, -1.5], [-0.8, -1.6, -0.2], [0.0, 1.8, 0.6], [-0.1, 0.1, -1.3], [-0.3, -0.6, 0.8], [0.6, 0.1, 0.3], [0.8, -1.0, -0.1], [0.2, -0.2, -0.6], [1.9, 0.2, -1.3], [-0.2, 0.1, 0.3], [-0.3, -0.5, -0.3], [0.7, -0.7, 0.7], [0.4, -0.1, 0.1], [-0.5, -0.3, 0.4], [0.3, -0.9, 0.4], [0.4, 0.2, 0.5], [0.2, -0.4, 0.1], [0.0, 0.1, 0.4], [0.2, 0.4, -1.3], [-0.9, 1.2, 1.3], [0.4, -0.6, -0.2], [0.0, 0.0, -0.1], [0.7, 0.8, -1.4], [-0.7, 0.5, 1.0], [-1.1, 0.9, -0.2], [1.5, -2.7, 0.5], [-0.2, 0.3, 1.1], [-0.6, 0.7, -2.2], [0.2, 1.4, 0.0], [0.2, -2.5, 0.8], [0.4, -1.2, -0.3], [-0.4, 0.4, -0.1], [0.4, 0.8, 0.8], [-0.2, -0.5, 0.5]], "lowdin_charge": [1.289, 0.018, -0.316, -0.038, -0.061, 0.009, 0.009, -0.008, 0.049, -0.301, -0.054, 0.115, 0.090, 0.079, 0.135, 0.116, 0.134, 0.110, -0.504, -0.561, 0.834, -0.497, -0.385, 0.767, -0.565, -0.440, 0.804, 0.081, 0.107, 0.075, 0.145, 0.083, 0.086, 0.077, 0.082, 0.058, 0.082, 0.079, 0.052, 0.820, -0.569, -0.129, -0.618, 1.107, -0.411, -0.214, -0.193, 0.021, -0.072, 0.006, 0.061, -0.143, 0.122, 0.122, 0.143, 0.110]}

{"formula": "C23H23F3N2O6", "method": "ωB97M-V/def2-TZVPD", "total_charge": -2, "homo_lumo_gap_ha": 0.0871, "species": ["C", "C", "C", "C", "N", "C", "O", "C", "C", "C", "F", "F", "F", "C", "C", "N", "C", "C", "C", "C", "C", "C", "C", "O", "H", "H", "H", "H", "H", "H", "H", "H", "H", "H", "H", "H", "H", "H", "H", "H", "H", "H", "H", "H", "H", "C", "C", "C", "O", "C", "C", "C", "O", "O", "O", "H", "H"], "coordinates": [[1.88377, 0.74845, 2.56398], [1.30970, -0.70053, 3.01754], [-0.28894, -0.76106, 3.13925], [-1.04752, -1.01371, 1.71321], [-0.07244, -1.23673, 0.60432], [-0.13777, -2.48623, -0.14716], [-0.82460, -3.51534, 0.09794], [0.91567, -2.22162, -1.31408], [1.62319, -3.15476, -2.31958], [1.30291, -4.71084, -2.32973], [1.24936, -5.29110, -1.04805], [-0.00338, -4.85287, -2.92149], [2.17876, -5.42079, -3.22092], [2.65696, -2.52504, -3.31986], [2.97473, -0.98923, -3.35566], [3.93593, -0.45203, -4.34900], [2.23254, -0.03289, -2.34272], [2.45458, 1.55583, -2.30258], [1.92476, 2.22566, -3.68461], [2.42691, 3.76804, -3.64820], [0.31830, 2.25836, -3.78759], [1.23427, -0.70537, -1.38228], [0.28444, -0.10604, -0.24406], [-0.06458, 1.08838, -0.09721], [0.98517, 1.39766, 2.24748], [2.42572, 1.29768, 3.40917], [2.54033, 0.63751, 1.61876], [1.71861, -0.86385, 4.08988], [1.76581, -1.56699, 2.40156], [-0.62941, 0.25020, 3.56254], [-0.65374, -1.55348, 3.89727], [-1.79886, -1.85478, 1.87249], [-1.65860, -0.05154, 1.53261], [3.17227, -3.25096, -4.04769], [4.83646, -0.91458, -4.13171], [4.08317, 0.54938, -4.15547], [1.83929, 1.99435, -1.42640], [3.56003, 1.78956, -2.09923], [2.32369, 1.65794, -4.59620], [2.26937, 4.22178, -2.60831], [3.55410, 3.80060, -3.87942], [1.85579, 4.38873, -4.42120], [-0.00880, 3.35005, -3.62377], [-0.19370, 1.64044, -2.95840], [-0.03700, 1.91984, -4.82615], [-4.45093, 1.53202, 5.09873], [-3.81709, 0.34999, 4.86290], [-4.42202, -0.45049, 3.70438], [-3.95017, -1.51326, 3.28289], [-5.63609, 0.06863, 3.05787], [-6.27989, 1.24622, 3.30243], [-5.61176, 2.09711, 4.38970], [-5.99080, 3.22689, 4.71059], [-7.32361, 1.69262, 2.74665], [-2.81692, -0.13467, 5.47251], [-4.08559, 2.17331, 5.89511], [-6.03240, -0.59643, 2.29695]], "atomic_forces_ev_per_a": [[-0.9, -0.3, -0.8], [0.5, -0.1, 1.4], [0.1, 0.0, -0.1], [-0.7, 1.3, 2.0], [-1.9, -0.1, -1.6], [-0.3, -1.2, 0.3], [3.0, 4.3, -1.0], [2.4, 1.0, -2.9], [0.9, 3.3, 0.6], [-1.3, 0.4, -0.9], [0.5, 1.1, -3.4], [2.9, -0.1, 1.5], [-1.8, 1.3, 2.5], [-1.5, 1.5, 1.9], [-2.5, -1.4, 2.3], [-0.5, -0.8, 2.2], [-1.0, -3.0, 0.4], [-0.8, -0.9, -0.4], [-0.2, 0.9, 0.8], [0.5, -0.7, -0.4], [0.0, 0.2, 0.4], [0.6, -2.3, -1.3], [0.3, 1.3, 0.0], [1.3, -4.1, -0.4], [1.4, -0.9, 0.5], [-0.6, -0.9, -1.3], [-0.8, 0.3, 1.6], [-0.7, 0.1, -1.6], [-0.8, 1.5, 0.8], [0.3, -1.6, -0.6], [0.7, 1.3, -1.3], [1.2, 1.0, -0.7], [1.0, -1.7, -0.2], [-0.8, 1.4, 1.2], [-0.6, 0.3, -0.5], [-0.2, -0.6, -0.1], [1.0, -0.8, -1.4], [-1.5, -0.3, -0.5], [-0.4, 0.9, 1.3], [0.1, -0.7, -1.5], [-1.6, 0.1, 0.3], [0.9, -0.8, 1.1], [0.3, -1.7, -0.3], [0.8, 0.8, -1.4], [0.5, 0.5, 1.6], [-1.1, 1.5, 0.0], [0.8, -1.3, -0.1], [-1.9, 0.5, -1.3], [0.8, -0.3, 0.3], [1.3, -1.7, 0.0], [-1.0, 1.5, 0.1], [1.7, -0.2, 1.3], [-0.6, 0.0, -0.4], [0.4, -0.3, 0.1], [-0.2, 0.2, -0.2], [0.1, 0.0, 0.0], [0.0, 0.0, -0.1]], "lowdin_charge": [-0.133, -0.261, -0.155, -0.103, 0.006, -0.264, 0.079, 0.042, -0.005, -0.364, 0.090, 0.044, 0.032, 0.055, -0.170, 0.037, -0.041, -0.143, -0.383, -0.117, -0.081, 0.038, -0.297, 0.054, 0.069, 0.066, 0.061, 0.097, 0.096, 0.117, 0.122, 0.123, 0.143, 0.104, 0.086, 0.054, 0.124, 0.119, 0.115, 0.089, 0.073, 0.075, 0.078, 0.083, 0.082, -0.041, -0.468, -0.378, -0.053, -0.041, -0.466, -0.380, -0.041, -0.106, -0.120, 0.080, 0.080]}

no.,calculated total energy (a.u.)
1,-5666.31631
2,-3336.86895
3,-1750.59552